## one
DFT (wB97M-V/def2-TZVPD) results for a 2-piece molecular cluster, C3H13N2O overall.

The geometry in ORCA input format:
```
! RIJCOSX wB97M-V def2-TZVPD def2/J DEFGRID3
* xyz 1 1
C -0.05510 0.09673 1.17801
C 0.60979 -0.48450 -0.03606
C 0.12556 -1.73402 -0.76115
N -1.23738 -1.31996 -1.26614
N -1.40319 0.69061 0.65278
H 0.48834 0.89994 1.72040
H -0.42032 -0.58629 1.91843
H 0.57193 0.35436 -0.71746
H 1.79788 -0.59685 0.07620
H 0.73404 -2.07719 -1.59560
H 0.05074 -2.56997 -0.01235
H -1.23334 -1.05200 -2.24521
H -1.93872 -0.02701 -0.09921
H -1.98100 -2.06895 -1.18378
H -1.32243 1.55508 0.21608
H -2.12996 0.78777 1.36494
H 1.47949 2.85666 -0.24977
H 2.45060 2.63887 0.90784
O 1.98191 2.12772 0.23852
*
```

Output
E_HOMO in eV: -14.03
Frontier orbital gap in eV: 10.892

---

## two
DFT (wB97M-V/def2-TZVPD) results for a 2-piece molecular cluster, C3H13N2O overall.

The geometry in ORCA input format:
```
! RIJCOSX wB97M-V def2-TZVPD def2/J DEFGRID3
* xyz 1 1
C 0.95095 1.20455 0.33951
C -0.23752 1.02529 1.27563
C -0.34901 -0.45998 1.80910
N -0.39813 -1.37652 0.67533
N 0.68191 0.80175 -1.10106
H 1.76498 0.56528 0.70268
H 1.44211 2.17478 0.30435
H -1.20118 1.28593 0.83912
H 0.03971 1.58165 2.17227
H 0.54677 -0.56441 2.41506
H -1.25893 -0.45425 2.40509
H -1.35893 -1.58523 0.46281
H 0.04324 -2.24932 0.89858
H 1.58363 0.79844 -1.56556
H 0.20242 -0.12645 -1.18090
H 0.01428 1.44359 -1.49921
H -1.50816 -1.62428 -2.67286
H -0.24445 -1.35805 -3.54166
O -0.71368 -1.08280 -2.73830
*
```

Output
E_HOMO in eV: -13.52
Frontier orbital gap in eV: 10.503

---

## three
DFT (wB97M-V/def2-TZVPD) results for a 2-piece molecular cluster, C3H13N2O overall.

The geometry in ORCA input format:
```
! RIJCOSX wB97M-V def2-TZVPD def2/J DEFGRID3
* xyz 1 1
C -0.50325 1.81709 -0.21963
C -1.66177 0.69238 0.13278
C -1.33003 -0.92532 0.02344
N -0.02462 -1.19463 -0.71354
N 0.82404 1.40740 0.35525
H -0.94635 2.72228 0.19137
H -0.31970 2.08461 -1.25188
H -1.78920 0.77570 1.14213
H -2.53394 1.10334 -0.41158
H -1.38121 -1.35249 0.98258
H -2.31060 -1.33467 -0.53491
H -0.03864 -1.83575 -1.58630
H 0.59491 -1.64513 0.04676
H 0.43081 -0.26373 -1.11195
H 0.74727 1.47402 1.35258
H 1.50086 2.13193 0.02990
H 3.19337 -2.12049 -0.09656
H 2.97929 -1.89713 1.22119
O 2.56876 -1.63941 0.44838
*
```

Output
E_HOMO in eV: -13.56
Frontier orbital gap in eV: 10.392

---

Relative energy of each structure, in kJ/mol: one 89.8; two 0.0; three 157.1.

---

## one
DFT (wB97M-V/def2-TZVPD) results for a 3-piece molecular cluster, C3H12O2S2 overall.

The geometry in ORCA input format:
```
! RIJCOSX wB97M-V def2-TZVPD def2/J DEFGRID3
* xyz 0 1
C -0.00493 -1.14846 1.20398
C -0.25708 -0.09096 0.03412
C 0.99384 0.54619 -0.50426
S 0.58499 1.72114 -1.87546
S -0.81705 2.93498 -1.18004
H 0.46226 -0.78233 2.13065
H -0.82739 -1.82023 1.38935
H 0.64406 -1.88614 0.74078
H -0.99423 0.62457 0.42855
H -0.78861 -0.41192 -0.85824
H 1.71675 -0.17025 -0.97662
H 1.50821 1.04066 0.35569
H -1.69592 2.77763 -2.11903
O 0.52445 2.22984 1.83013
H 0.75433 2.46354 0.86764
H 0.26736 3.09916 2.18314
O -0.60482 -4.00434 -0.95759
H -1.05803 -4.07872 -1.81664
H -0.40818 -3.04436 -0.87615
*
```

Output
E_HOMO in eV: -8.71
Frontier orbital gap in eV: 9.194

---

## two
DFT (wB97M-V/def2-TZVPD) results for a 4-piece molecular cluster, C3H12O2S2 overall.

The geometry in ORCA input format:
```
! RIJCOSX wB97M-V def2-TZVPD def2/J DEFGRID3
* xyz 0 1
C -0.27654 0.42463 1.30307
C -0.00193 0.37607 2.80420
C 0.92860 0.59448 0.27676
S 1.97425 -0.78648 0.47256
S -2.67204 -0.57900 -0.43210
H -0.70779 -0.50814 0.96236
H -1.06474 1.14690 1.04735
H -0.73038 -0.25583 3.30916
H -0.07649 1.33356 3.31565
H 0.98386 -0.03519 2.96380
H 0.49177 0.59632 -0.71721
H 1.48914 1.52860 0.40218
H -3.57204 -1.03053 0.45319
H -2.02162 2.53156 -1.46567
H -1.60522 1.08628 -1.31693
O -1.24260 1.96396 -1.53093
H 1.81496 -1.32783 -2.94085
H 2.19558 -1.08574 -1.48858
O 2.50123 -0.91867 -2.40173
*
```

Output
E_HOMO in eV: -8.46
Frontier orbital gap in eV: 3.569

---

Relative energy of each structure, in kJ/mol: one 0.0; two 441.7.

---

## one
DFT (wB97M-V/def2-TZVPD) results for C2H4INO as an isolated structure.

The geometry in ORCA input format:
```
! RIJCOSX wB97M-V def2-TZVPD def2/J DEFGRID3
* xyz 0 1
C -0.42071 0.44287 0.21903
C 0.62213 -0.62302 -0.13292
N 0.19541 2.21409 0.32448
O 0.53798 -1.92082 0.27999
I -2.38581 0.24996 0.01075
H 1.72808 -0.32938 0.08831
H 0.50157 -0.49892 -1.37352
H -0.56183 2.81601 0.62363
H -0.21684 -2.35079 -0.03976
*
```

Output
E_HOMO (alpha / beta) in eV: -8.56 / -8.56
Frontier orbital gap (alpha / beta) in eV: 7.369 / 7.367

---

## two
DFT (wB97M-V/def2-TZVPD) results for a 2-piece molecular cluster, C2H4INO overall.

The geometry in ORCA input format:
```
! RIJCOSX wB97M-V def2-TZVPD def2/J DEFGRID3
* xyz 0 1
C 0.30823 -1.17493 -0.28396
C -0.70588 -0.15393 -0.61418
N -0.26035 1.55019 0.92417
O 0.08397 -2.27959 0.14125
I 1.57170 2.20752 0.63736
H 1.33515 -0.79469 -0.61126
H -0.47673 0.37773 -1.58076
H -1.60766 -0.30498 -0.10453
H -0.24843 0.57268 1.49190
*
```

Output
E_HOMO in eV: -8.92
Frontier orbital gap in eV: 7.127

---

## three
DFT (wB97M-V/def2-TZVPD) results for an isolated molecule of C2H4INO.

The geometry in ORCA input format:
```
! RIJCOSX wB97M-V def2-TZVPD def2/J DEFGRID3
* xyz 0 1
H -0.16998 1.41428 -2.38583
N -0.51140 0.79823 -1.64510
C 0.04836 0.63348 -0.56405
I 1.84469 1.59616 -0.02653
C -0.50009 -0.53263 0.52884
O 0.54956 -1.42633 0.81049
H -1.38609 -1.21088 0.22037
H -0.91572 -0.11031 1.37909
H 1.04068 -1.16199 1.68271
*
```

Output
E_HOMO in eV: -9.51
Frontier orbital gap in eV: 10.021

---

Relative energy of each structure, in kJ/mol: one 457.2; two 310.9; three 0.0.